# 1
The following is a quantum chemistry calculation of CsH2O as an isolated structure, from the Open Molecules 2025 dataset.

## Properties
Total charge: +2
LUMO level (spin up / spin down) in eV: -9.68 / -18.06
ΔE to the lowest compared entry with this formula, charge and spin in kJ/mol: 6.8
Maximum force in hartree/bohr: 0.0532
⟨S²⟩: 0.753
HOMO level (spin up / spin down) in eV: -26.4 / -26.4
2S+1: 2
Orbital gap (spin up / spin down) in eV: 16.71 / 8.31

CARTESIAN COORDINATES (ANGSTROEM)
Cs 15.59443 -5.17474 -19.17491
O 18.47209 -5.32608 -19.82868
H 18.97807 -4.67298 -20.31208
H 18.72268 -6.16240 -20.22108

Need the Mulliken charges? In units of e they are: atom 1 (Cs): 1.06, atom 2 (O): -0.02, atom 3 (H): 0.48, atom 4 (H): 0.48

=====

# 2
The following is a quantum chemistry calculation of CsH6O3 as an isolated structure, from the Open Molecules 2025 dataset.

## Properties
Total charge: +1
LUMO level in eV: -3.65
ΔE to the lowest compared entry with this formula, charge and spin in kJ/mol: 47.9
Maximum force in hartree/bohr: 0.0115
HOMO level in eV: -15.5
Orbital gap in eV: 11.83

CARTESIAN COORDINATES (ANGSTROEM)
Cs 0.85454 -45.56055 -26.39666
O -1.90278 -43.77010 -25.91725
H -1.69437 -44.55941 -25.40914
H -2.85493 -43.82329 -26.07614
O 3.07593 -46.70533 -28.21601
H 3.31431 -46.86243 -27.29583
H 3.91802 -46.60943 -28.68203
O -1.13595 -45.66301 -28.57147
H -1.13339 -44.91550 -29.18540
H -2.06695 -45.81074 -28.36067

Need the Mulliken charges? In units of e they are: atom 1 (Cs): 1.00, atom 2 (O): -0.60, atom 3 (H): 0.27, atom 4 (H): 0.32, atom 5 (O): -0.63, atom 6 (H): 0.32, atom 7 (H): 0.31, atom 8 (O): -0.64, atom 9 (H): 0.33, atom 10 (H): 0.31

=====

# 3
The following is a quantum chemistry calculation of CsHO as an isolated structure, from the Open Molecules 2025 dataset.

## Properties
Total charge: +1
LUMO level (spin up / spin down) in eV: -3.95 / -7.00
ΔE to the lowest compared entry with this formula, charge and spin in kJ/mol: 0.0
Maximum force in hartree/bohr: 0.0100
⟨S²⟩: 0.753
HOMO level (spin up / spin down) in eV: -17.5 / -16.7
2S+1: 2
Orbital gap (spin up / spin down) in eV: 13.60 / 9.69

CARTESIAN COORDINATES (ANGSTROEM)
Cs 5.47557 -30.63016 23.55129
O 2.66123 -30.89186 24.02711
H 2.28741 -31.79428 24.04803

Need the natural (NBO) charges? In units of e they are: atom 1 (Cs): 1.00, atom 2 (O): -0.44, atom 3 (H): 0.44

=====

# 4
The following is a quantum chemistry calculation of CuFI3 as an isolated structure, from the Open Molecules 2025 dataset.

## Properties
Total charge: -2
LUMO level (spin up / spin down) in eV: 5.25 / 5.19
ΔE to the lowest compared entry with this formula, charge and spin in kJ/mol: 433.2
Maximum force in hartree/bohr: 0.1819
⟨S²⟩: 0.756
HOMO level (spin up / spin down) in eV: 0.3 / 0.2
2S+1: 2
Orbital gap (spin up / spin down) in eV: 4.98 / 4.97

CARTESIAN COORDINATES (ANGSTROEM)
Cu -0.08221 -0.03333 0.09005
I 1.12709 1.39528 1.14622
I 0.33877 -2.10468 0.13773
I 0.36111 0.96428 -1.78498
F -1.74476 -0.22156 0.41098

Need the natural (NBO) charges? In units of e they are: atom 1 (Cu): 0.81, atom 2 (I): -0.57, atom 3 (I): -0.80, atom 4 (I): -0.55, atom 5 (F): -0.89

=====

# 5
The following is a quantum chemistry calculation of CuH10O5 as an isolated structure, from the Open Molecules 2025 dataset.

## Properties
Total charge: +1
LUMO level in eV: -3.80
ΔE to the lowest compared entry with this formula, charge and spin in kJ/mol: 189.1
Maximum force in hartree/bohr: 0.0614
HOMO level in eV: -12.3
Orbital gap in eV: 8.47

CARTESIAN COORDINATES (ANGSTROEM)
Cu 0.36231 0.41975 0.43500
O 1.48931 -1.03725 -0.10500
H 1.36531 -1.95825 0.12200
H 2.38631 -1.16925 -0.32100
O -1.09269 0.41275 -0.79600
H -1.98069 0.41775 -0.51600
H -0.93669 1.02675 -1.52900
O -0.55069 0.19675 2.04200
H -1.06369 0.95375 2.22800
H -1.16769 -0.48825 2.30000
O 1.14531 2.04175 0.40300
H 0.80731 2.80575 0.85400
H 1.50631 2.31675 -0.45500
O -1.11069 -2.13325 -1.48400
H -0.30869 -2.57825 -1.87400
H -0.85069 -1.22725 -1.30400

Need the natural (NBO) charges? In units of e they are: atom 1 (Cu): 0.90, atom 2 (O): -0.98, atom 3 (H): 0.50, atom 4 (H): 0.50, atom 5 (O): -0.99, atom 6 (H): 0.51, atom 7 (H): 0.52, atom 8 (O): -0.97, atom 9 (H): 0.49, atom 10 (H): 0.51, atom 11 (O): -0.99, atom 12 (H): 0.51, atom 13 (H): 0.51, atom 14 (O): -0.96, atom 15 (H): 0.47, atom 16 (H): 0.47

=====

# 6
The following is a quantum chemistry calculation of CuH12O6 as an isolated structure, from the Open Molecules 2025 dataset.

## Properties
Total charge: +2
LUMO level (spin up / spin down) in eV: -7.44 / -10.46
ΔE to the lowest compared entry with this formula, charge and spin in kJ/mol: 40.6
Maximum force in hartree/bohr: 0.0477
⟨S²⟩: 0.751
HOMO level (spin up / spin down) in eV: -20.3 / -20.1
2S+1: 2
Orbital gap (spin up / spin down) in eV: 12.88 / 9.63

CARTESIAN COORDINATES (ANGSTROEM)
Cu 0.19445 0.09609 -0.00602
O -0.13377 1.12304 -1.73140
H -1.05018 1.02451 -1.98780
H 0.39792 1.25867 -2.53567
O 0.85721 2.00322 0.78363
H 0.61600 2.78623 0.31471
H 0.81131 2.37613 1.67969
O -0.77295 -1.61363 -0.86026
H -1.58481 -2.15109 -0.68606
H -0.65452 -1.78872 -1.78700
O 0.55796 -1.01128 1.77252
H -0.24013 -1.57256 1.89394
H 0.71146 -0.72477 2.65425
O 2.14008 -0.65707 -0.81587
H 2.17736 -1.49810 -0.38330
H 2.12911 -0.93471 -1.72191
O -1.70834 0.44576 0.89611
H -1.80495 0.32656 1.86468
H -2.64322 0.51173 0.65578

Need the natural (NBO) charges? In units of e they are: atom 1 (Cu): 1.62, atom 2 (O): -0.98, atom 3 (H): 0.52, atom 4 (H): 0.55, atom 5 (O): -0.98, atom 6 (H): 0.51, atom 7 (H): 0.52, atom 8 (O): -1.01, atom 9 (H): 0.53, atom 10 (H): 0.51, atom 11 (O): -0.95, atom 12 (H): 0.51, atom 13 (H): 0.53, atom 14 (O): -0.94, atom 15 (H): 0.51, atom 16 (H): 0.50, atom 17 (O): -1.01, atom 18 (H): 0.52, atom 19 (H): 0.53

=====

# 7
The following is a quantum chemistry calculation of F18Li14Sr as an isolated structure, from the Open Molecules 2025 dataset.

## Properties
Total charge: -2
LUMO level in eV: 0.33
Maximum force in hartree/bohr: 0.0820
HOMO level in eV: -1.4
Orbital gap in eV: 1.71

CARTESIAN COORDINATES (ANGSTROEM)
Sr -0.15725 -4.05901 1.06426
Li -0.96779 1.22647 3.90636
Li -2.79823 3.39074 1.66396
Li 1.59204 1.76482 -2.43119
Li 3.17207 2.39686 0.03553
Li -0.66645 3.42293 -0.12132
Li 0.15917 0.09880 0.36136
Li -3.08929 -2.23484 -1.25053
Li 0.72449 -2.13751 3.85932
Li -1.96607 0.53476 -3.14164
Li 3.68531 -0.17569 -1.39505
Li 0.69829 -1.60216 -2.56132
Li 2.41138 -0.40568 1.96748
Li -2.11185 -1.15765 1.53473
Li -2.98778 1.76565 -0.53879
F 2.17534 2.63905 2.39454
F 1.52541 0.06672 -1.11191
F -0.30940 -2.92832 -1.19703
F 3.80189 0.21689 0.59061
F 3.56819 2.52886 -2.22339
F 1.74901 -3.12350 -3.07959
F 1.28861 3.45760 -0.52327
F 1.77842 0.02855 3.93558
F -2.53124 -3.03761 0.93632
F 2.18236 -3.15036 3.04972
F -2.11186 2.52701 -1.98955
F -3.35173 -0.77478 -2.73178
F -0.57947 -1.64234 -4.17287
F -2.17360 -0.65200 3.60971
F -1.22020 1.57026 1.19328
F 0.04636 -1.37239 1.64949
F -3.74638 -0.44444 0.38329
F 0.21027 1.26232 -3.66632

Need the Mulliken charges? In units of e they are: atom 1 (Sr): 1.70, atom 2 (Li): 0.79, atom 3 (Li): 0.83, atom 4 (Li): 0.84, atom 5 (Li): 0.79, atom 6 (Li): 0.78, atom 7 (Li): 1.77, atom 8 (Li): 0.82, atom 9 (Li): 0.80, atom 10 (Li): 0.80, atom 11 (Li): 0.80, atom 12 (Li): 0.76, atom 13 (Li): 0.81, atom 14 (Li): 0.87, atom 15 (Li): 0.76, atom 16 (F): -0.89, atom 17 (F): -0.89, atom 18 (F): -0.76, atom 19 (F): -0.91, atom 20 (F): -0.95, atom 21 (F): -0.95, atom 22 (F): -0.81, atom 23 (F): -0.90, atom 24 (F): -0.92, atom 25 (F): -0.91, atom 26 (F): -0.80, atom 27 (F): -0.89, atom 28 (F): -0.87, atom 29 (F): -0.91, atom 30 (F): -0.92, atom 31 (F): -0.83, atom 32 (F): -0.90, atom 33 (F): -0.91

=====

# 8
The following is a quantum chemistry calculation of F2FeH34O19P as an isolated structure, from the Open Molecules 2025 dataset.

## Properties
Total charge: +2
LUMO level (spin up / spin down) in eV: -8.00 / -10.18
Maximum force in hartree/bohr: 0.1556
⟨S²⟩: 8.769
HOMO level (spin up / spin down) in eV: -14.7 / -14.7
2S+1: 6
Orbital gap (spin up / spin down) in eV: 6.73 / 4.55

CARTESIAN COORDINATES (ANGSTROEM)
Fe -7.63700 -21.01000 0.39300
O -9.32000 -21.68800 0.34300
P -10.44100 -21.39500 1.56000
O -9.07500 -20.77600 1.45900
F -10.42600 -22.94800 1.59500
F -11.38000 -21.25000 0.36900
O -11.75000 -26.04100 1.08400
H -11.21000 -26.00600 1.87300
H -11.84600 -25.23100 0.63300
O -7.45900 -22.73800 -0.95100
H -8.16400 -23.35700 -0.62300
H -6.60500 -23.31500 -0.75800
O -9.82400 -18.97300 3.38500
H -9.77400 -18.62500 4.27800
H -8.98700 -19.49000 3.34800
O -14.52400 -21.93200 -1.14400
H -15.41500 -21.70600 -0.81100
H -13.94700 -22.03800 -0.40100
O -9.12100 -24.57500 -0.00100
H -9.58100 -24.77900 -0.85500
H -9.62200 -23.85000 0.38600
O -9.94600 -25.56300 2.96800
H -9.39000 -24.87400 2.69400
H -9.66700 -26.42600 2.59700
O -10.08600 -21.68700 4.51900
H -9.26400 -21.27700 4.71000
H -10.59700 -21.58800 5.30700
O -9.27800 -17.97800 0.33500
H -10.11200 -18.17100 0.75300
H -9.47100 -17.60200 -0.55800
O -10.18200 -22.41100 -1.96700
H -9.43300 -22.61200 -2.52000
H -9.88900 -22.00800 -1.11900
O -6.80100 -22.39100 1.80300
H -5.90900 -22.72600 1.54800
H -7.18500 -23.03100 2.52000
O -12.61200 -20.87300 3.48500
H -12.32700 -20.13400 4.02100
H -13.23400 -21.36800 4.05300
O -13.34400 -19.01700 -1.20400
H -12.45200 -19.23500 -1.24200
H -13.74000 -19.52800 -0.50000
O -7.91100 -19.94200 -1.30100
H -7.59900 -20.11700 -2.21000
H -8.70300 -19.39100 -1.45000
O -12.05600 -23.99800 -1.03700
H -12.36800 -23.55300 -0.27300
H -11.36100 -23.46200 -1.33500
O -13.43900 -23.08200 1.14300
H -13.06000 -23.41900 1.96300
H -14.33600 -22.94600 1.44700
O -13.91600 -19.62900 1.29900
H -13.76700 -20.45000 1.80500
H -13.19100 -19.04800 1.53500
O -6.90400 -19.44100 1.54300
H -7.21500 -18.51300 1.36600
H -6.38900 -19.29200 2.31700

Need the natural (NBO) charges? In units of e they are: atom 1 (Fe): 1.63, atom 2 (O): -0.63, atom 3 (P): 2.28, atom 4 (O): -0.61, atom 5 (F): -0.54, atom 6 (F): -0.51, atom 7 (O): -0.97, atom 8 (H): 0.47, atom 9 (H): 0.47, atom 10 (O): -1.01, atom 11 (H): 0.51, atom 12 (H): 0.52, atom 13 (O): -0.94, atom 14 (H): 0.50, atom 15 (H): 0.45, atom 16 (O): -0.93, atom 17 (H): 0.47, atom 18 (H): 0.45, atom 19 (O): -0.94, atom 20 (H): 0.53, atom 21 (H): 0.46, atom 22 (O): -0.93, atom 23 (H): 0.46, atom 24 (H): 0.50, atom 25 (O): -0.94, atom 26 (H): 0.46, atom 27 (H): 0.50, atom 28 (O): -0.98, atom 29 (H): 0.49, atom 30 (H): 0.50, atom 31 (O): -0.92, atom 32 (H): 0.50, atom 33 (H): 0.45, atom 34 (O): -1.02, atom 35 (H): 0.53, atom 36 (H): 0.55, atom 37 (O): -0.97, atom 38 (H): 0.49, atom 39 (H): 0.50, atom 40 (O): -0.94, atom 41 (H): 0.43, atom 42 (H): 0.49, atom 43 (O): -0.98, atom 44 (H): 0.54, atom 45 (H): 0.53, atom 46 (O): -0.94, atom 47 (H): 0.46, atom 48 (H): 0.46, atom 49 (O): -0.97, atom 50 (H): 0.49, atom 51 (H): 0.50, atom 52 (O): -0.94, atom 53 (H): 0.48, atom 54 (H): 0.47, atom 55 (O): -1.00, atom 56 (H): 0.55, atom 57 (H): 0.52

=====

# 9
The following is a quantum chemistry calculation of one molecule with the formula F2H2O2Si, from the Open Molecules 2025 dataset.

## Properties
LUMO level in eV: 0.25
SMILES: O[Si](O)(F)F
ΔE to the lowest compared entry with this formula, charge and spin in kJ/mol: 38.9
Maximum force in hartree/bohr: 0.0732
HOMO level in eV: -12.2
Orbital gap in eV: 12.49

CARTESIAN COORDINATES (ANGSTROEM)
O 0.88933 -1.02681 0.37436
O -1.26801 0.31903 -0.19759
F 0.38578 1.45050 1.35019
F 1.10347 1.13677 -0.97504
Si 0.21567 0.49145 0.16173
H 0.26638 -1.68676 0.27262
H -2.13530 0.66412 -0.43578

Need the natural (NBO) charges? In units of e they are: atom 1 (O): -1.08, atom 2 (O): -1.16, atom 3 (F): -0.64, atom 4 (F): -0.65, atom 5 (Si): 2.49, atom 6 (H): 0.49, atom 7 (H): 0.55

=====

maximum force of number 7 (F18Li14Sr)? 0.0820 hartree/bohr